{
  "formula": "C32H46N16RbS4SbSe",
  "method": "ωB97M-V with the def2-TZVPD basis set",
  "charge": -2,
  "total_energy_ha": -6381.82466,
  "homo_ha": [-0.021, -0.027],
  "e_lumo_ev": [3.333, 3.331],
  "elements": ["Rb", "N", "C", "C", "N", "C", "C", "N", "C", "C", "N", "H", "H", "H", "H", "H", "H", "H", "H", "H", "H", "H", "H", "H", "H", "H", "H", "H", "H", "S", "Sb", "S", "S", "S", "Se", "N", "C", "C", "C", "C", "C", "N", "C", "C", "N", "C", "C", "C", "C", "C", "N", "H", "H", "H", "H", "H", "H", "N", "C", "N", "C", "N", "N", "C", "N", "C", "C", "C", "C", "C", "N", "H", "H", "H", "H", "H", "H", "H", "H", "C", "C", "N", "C", "C", "C", "C", "N", "H", "H", "H", "H", "H", "H", "H", "H", "H", "H", "H", "H", "H", "H"],
  "xyz": [[-1.1260, -0.1750, 0.1282], [2.6584, -0.6987, -1.5024], [2.2786, -1.3587, -2.7533], [1.9305, -2.7974, -2.4608], [0.7888, -2.9589, -1.5680], [-0.4414, -3.2501, -2.2894], [-0.8763, -2.2587, -3.3764], [-1.2481, -0.9505, -2.8939], [1.0537, -4.0261, -0.5711], [-0.1177, -4.3546, 0.3541], [-0.6727, -3.1499, 0.9215], [2.0499, -0.9932, -0.7659], [2.5218, 0.2940, -1.5913], [3.1434, -1.2897, -3.4213], [1.4452, -0.8661, -3.2640], [2.8145, -3.2769, -2.0089], [1.7698, -3.3224, -3.4375], [-1.2744, -3.2770, -1.5805], [-0.4086, -4.2568, -2.7619], [-1.7072, -2.7120, -3.9264], [-0.0734, -2.1466, -4.1475], [-2.1660, -0.9872, -2.4664], [-1.2794, -0.2942, -3.6653], [1.9232, -3.7284, 0.0388], [1.3174, -4.9466, -1.0888], [0.2567, -5.0860, 1.0989], [-0.9184, -4.8862, -0.1780], [0.0174, -2.6693, 1.4730], [-1.4660, -3.2844, 1.5549], [-2.4953, -3.9610, 6.8482], [-2.7517, -1.8761, 6.0957], [-1.6733, -1.5881, 3.7078], [0.1303, -1.3479, 4.7244], [-0.5722, -0.5615, 6.4767], [2.0688, 8.2430, 0.5772], [1.1033, 7.1471, 1.6902], [1.0188, 5.9751, 1.0361], [0.3068, 4.8405, 1.5822], [-0.2275, 4.8774, 2.8852], [-0.8459, 3.7607, 3.3865], [-0.9319, 2.6211, 2.5826], [-0.4563, 2.5727, 1.3624], [0.1796, 3.6599, 0.8623], [0.7207, 3.5759, -0.4885], [0.5552, 2.4295, -1.1524], [1.0472, 2.3647, -2.3707], [1.7294, 3.4002, -3.0097], [1.9544, 4.5686, -2.3222], [1.4392, 4.6628, -1.0360], [1.5986, 5.8853, -0.2532], [2.2630, 6.9367, -0.7280], [-0.1402, 5.7910, 3.4706], [-1.2686, 3.7144, 4.3640], [-1.4184, 1.7315, 2.9806], [0.9311, 1.4126, -2.8930], [2.1031, 3.2530, -4.0118], [2.5274, 5.3773, -2.7897], [-2.7330, 3.0226, -1.2058], [-3.8567, 2.2893, -1.4957], [-4.9236, 2.9549, -1.9952], [-5.9657, 2.1267, -2.2513], [-7.1361, 2.7694, -2.6191], [-5.9689, 0.8242, -2.1758], [-4.8070, 0.2368, -1.7367], [-3.7379, 0.9839, -1.3135], [-4.7887, -1.1813, -1.6606], [-5.9476, -1.9157, -2.0737], [-5.9702, -3.2694, -1.8810], [-4.8479, -3.8985, -1.3263], [-3.7737, -3.1181, -0.9726], [-3.6749, -1.7920, -1.1306], [-2.9020, 4.0025, -1.1154], [-2.0342, 2.5885, -0.6712], [-6.9414, 3.6637, -3.0349], [-7.7861, 2.2082, -3.1422], [-6.8143, -1.3444, -2.4016], [-6.8496, -3.8474, -2.1466], [-4.8382, -4.9664, -1.2039], [-2.9089, -3.5550, -0.4937], [5.9527, 0.3451, 2.4073], [4.7459, 0.0359, 3.3211], [3.7299, -0.7784, 2.6747], [3.8582, -2.2222, 2.7344], [4.4446, -2.8633, 1.4535], [2.6020, -0.2188, 2.0810], [2.4863, 1.3099, 2.1194], [1.6946, -0.8962, 1.4890], [6.6118, 1.0079, 2.9190], [5.6236, 0.8247, 1.4821], [6.5044, -0.5447, 2.1874], [4.3002, 0.9611, 3.6847], [5.1186, -0.4872, 4.2116], [2.8872, -2.6296, 2.9954], [4.5195, -2.4433, 3.5752], [3.9969, -2.4576, 0.5507], [4.2451, -3.9329, 1.4515], [5.5211, -2.7286, 1.4177], [2.2979, 1.6739, 3.1402], [1.6458, 1.5961, 1.4764], [3.4043, 1.7856, 1.7465], [1.9267, -1.8791, 1.5010]],
  "forces_ev_per_angstrom": [[-0.0081, -0.0312, -0.1251], [0.4475, -0.0740, -0.6324], [0.2093, 0.5653, 0.3696], [0.3462, -0.7029, -0.6586], [0.0374, -0.3719, 0.2837], [-0.7539, 0.1316, -0.1641], [0.7686, -0.2871, -0.9215], [0.4855, 0.4168, 0.1498], [-0.2953, 0.6124, -0.1739], [-0.1253, -0.3254, 0.0749], [-0.5768, 0.1726, 0.2773], [-0.5513, -0.1248, 0.5177], [0.0498, 0.3669, 0.1111], [-0.0609, -0.3007, -0.1520], [-0.1181, 0.0020, 0.1002], [-0.2050, 0.1700, -0.0168], [-0.0078, 0.1021, 0.5320], [0.3052, 0.0201, -0.0035], [0.1607, 0.1288, 0.0168], [-0.0727, -0.3838, 0.0746], [-0.4170, -0.0558, 0.5827], [-0.2212, 0.0814, 0.1627], [-0.1144, 0.0288, 0.1530], [-0.2187, 0.0127, -0.2177], [0.2441, -0.4600, -0.1835], [-0.0122, 0.2157, -0.1221], [0.2086, 0.1321, -0.0870], [0.2093, 0.2634, 0.2179], [0.4159, -0.2679, -0.2947], [0.2063, -0.3122, 0.0162], [-0.0595, 0.5944, -0.2961], [-0.1267, 0.0145, 0.4109], [0.3993, -0.1809, -0.5730], [-0.3663, 0.0290, 0.4474], [-0.0716, -0.7370, -0.2148], [0.1924, -0.1055, -0.1676], [-0.3541, 0.3363, 0.1388], [0.3988, 0.7569, 0.5188], [-0.1709, -0.0008, 0.2347], [0.2504, 0.1974, -0.3709], [-0.1704, -0.0905, 0.0883], [0.0227, -0.0408, -0.3511], [-0.3605, -0.5231, -0.3499], [0.1822, 0.0717, 0.2478], [0.0015, -0.3111, -0.2516], [0.0050, -0.6065, -0.4595], [0.1785, 0.0398, 0.0858], [0.2251, -0.2336, -0.8051], [-0.1148, 1.0495, 1.0449], [0.0853, -0.3861, -0.2398], [0.0067, 0.6062, 0.1822], [0.0389, -0.1580, -0.1931], [-0.1667, 0.1442, 0.5902], [0.0636, -0.0345, -0.1416], [-0.1737, 0.1214, 0.0968], [0.0233, -0.0154, -0.1150], [-0.3516, -0.1651, 0.4781], [-1.6521, 0.4843, -0.9808], [0.2435, -0.1067, -0.2951], [0.0839, -0.3312, 0.3002], [0.7557, 0.1460, 0.1337], [-0.0579, 0.1944, -0.0775], [-0.1906, -0.0646, -0.1425], [-0.1594, 0.2805, 0.1866], [-0.1882, -0.4125, -0.1716], [-0.0265, 0.6012, -0.0887], [-0.0443, -0.1289, 0.5217], [-0.3957, 0.5547, -0.4291], [0.0091, -0.3833, -0.0277], [0.4071, 0.6543, 0.1032], [-0.4611, -0.6741, -0.0212], [0.2374, 0.3509, 0.1739], [0.9531, -0.3678, 0.7241], [-0.0622, 0.1778, 0.0125], [0.0701, -0.1882, 0.0119], [0.3063, -0.2569, -0.0868], [0.0154, 0.0092, -0.0069], [0.1397, -0.2404, 0.2047], [0.1240, -0.2915, 0.0467], [-1.2200, 0.1494, 0.1613], [0.3909, -0.0225, -0.2753], [-0.4994, 0.3983, 0.0160], [0.5412, 0.1821, -0.2776], [-0.4248, -0.0308, 0.4957], [0.8155, 0.7022, 0.3618], [-0.0538, -0.5761, -0.1888], [-0.2943, 0.1776, -0.1374], [0.6108, 0.6563, 0.4044], [0.0528, -0.1376, 0.0399], [0.2592, -0.6419, -0.3125], [0.0291, -0.0529, -0.0994], [-0.1903, -0.0281, -0.1086], [-0.2181, -0.2718, -0.0228], [-0.0682, -0.0722, -0.0020], [-0.0046, 0.2520, -0.0978], [0.0254, -0.1992, 0.0752], [0.1296, 0.1328, -0.1074], [-0.0145, -0.1439, -0.2566], [0.3153, -0.1363, 0.2679], [-0.2277, -0.1216, 0.0741], [0.0162, -0.3203, -0.0244]]
}